C62H52GeLuNO2P2S | ωB97M-V with the def2-TZVPD basis set

XYZ file:
```
122
Properties=species:S:1:pos:R:3:mulliken_charge:R:1
Lu -0.2693 0.3372 0.1582 2.0646
O 1.6188 1.0245 -0.2323 -0.3881
S 2.4370 -0.3431 0.1849 1.4735
C 3.4639 -0.7028 -1.2937 -0.3870
C 4.6100 -1.4487 -0.8437 -0.5128
C 5.6706 -1.7527 -1.7280 -1.0866
C 5.5845 -1.4811 -3.0904 0.1815
C 6.5214 -1.8164 -4.2203 -0.8263
C 5.7782 -1.2395 -5.5023 -0.7479
C 4.4552 -0.6735 -4.9895 0.3660
C 3.3590 -0.1490 -5.6451 -1.4052
C 2.1952 0.0121 -4.9027 -0.8285
C 2.1287 -0.0897 -3.4838 0.3282
P 0.4660 0.2011 -2.9693 1.8310
C 0.0369 1.9053 -3.4987 0.3530
C 0.4528 2.9690 -2.6824 -1.1584
C -0.0241 4.3005 -2.8871 -0.3746
C -0.7956 4.5831 -4.0039 -0.6934
C -1.1658 3.5680 -4.9318 -0.9738
C -0.7473 2.2092 -4.7065 -0.3464
C -0.5800 -0.8075 -4.0137 0.1019
C -0.1789 -1.9682 -4.7037 -0.6487
C -1.1775 -2.7453 -5.3389 -0.8925
C -2.5324 -2.4003 -5.2157 -0.7642
C -2.8855 -1.2437 -4.4887 -1.2306
C -1.9525 -0.4556 -3.8484 -0.6240
C 3.2903 -0.4890 -2.7113 -0.7182
C 4.4182 -0.8456 -3.5433 0.7357
C 3.5069 0.3861 1.4353 -0.0377
C 4.6648 1.0557 1.0093 -0.5202
C 5.5424 1.7371 1.8373 -1.5392
C 5.2691 1.7417 3.2062 -0.0962
C 6.2070 2.1017 4.3094 -0.7009
C 5.5094 1.5792 5.5921 -0.7414
C 4.2225 0.9811 5.1738 0.3928
C 3.1754 0.4398 5.8155 -1.1456
C 2.1067 -0.0228 4.9821 -0.7279
C 2.0235 0.1220 3.5784 0.2127
P 0.3126 -0.1017 2.9853 1.6594
C -0.0975 -1.7941 3.4218 0.6380
C 0.8807 -2.7376 3.1717 -0.4280
C 0.4900 -4.0947 3.1865 -0.5179
C -0.8005 -4.5022 3.4498 -0.9068
C -1.7482 -3.5041 3.7841 -0.4885
C -1.3839 -2.1566 3.7568 -0.6023
C -0.5857 1.0259 4.1904 0.9815
C 0.1059 2.0373 4.9001 -0.5934
C -0.5871 2.9619 5.7072 -0.7229
C -1.9525 3.0345 5.7084 -0.8254
C -2.5933 2.1805 4.8154 -0.6585
C -1.9829 1.1681 4.0891 -0.3135
C 3.2286 0.3756 2.8391 -0.2215
C 4.2013 0.9769 3.7012 0.0999
H 4.5923 -1.7847 0.1957 0.7171
H 6.5516 -2.2389 -1.3131 0.5065
H 6.5967 -2.8800 -4.3182 0.3530
H 7.5531 -1.4286 -4.0420 0.4026
H 5.5860 -2.1245 -6.1678 0.3013
H 6.3345 -0.4992 -6.0569 0.4319
H 3.3374 0.0135 -6.7368 0.4392
H 1.3020 0.0945 -5.4924 0.4261
H 1.2281 2.8022 -1.8977 0.8667
H 0.4506 5.1420 -2.3201 0.4699
H -1.0052 5.5932 -4.2400 0.5384
H -1.6321 3.7653 -5.8481 0.5929
H -0.9826 1.3723 -5.3599 0.5181
H 0.8584 -2.2740 -4.6224 0.5700
H -0.9982 -3.7148 -5.8952 0.3934
H -3.3551 -2.8844 -5.7533 0.4623
H -3.9247 -0.9256 -4.5459 0.5116
H -2.2573 0.4467 -3.2960 1.1187
H 4.8515 0.9431 -0.0245 0.7463
H 6.3188 2.3580 1.3939 0.4488
H 6.4487 3.1621 4.2771 0.4707
H 7.1497 1.4963 4.2402 0.2927
H 5.2497 2.4531 6.2144 0.2716
H 6.1821 0.8604 6.1329 0.3684
H 3.0886 0.3367 6.8777 0.5675
H 1.2831 -0.4780 5.4689 0.6249
H 1.9643 -2.4906 2.9764 0.2724
H 1.3179 -4.8398 3.0149 0.4167
H -1.0746 -5.5764 3.4726 0.4668
H -2.8237 -3.7743 3.8603 0.4186
H -2.0565 -1.3626 4.0019 0.6441
H 1.1602 2.1382 4.8148 0.4665
H -0.0677 3.6763 6.3631 0.4022
H -2.5633 3.7400 6.2613 0.4377
H -3.6259 2.3765 4.5913 0.4250
H -2.5510 0.6401 3.3289 0.1527
O -0.9543 2.5336 0.0832 -0.4207
H -1.1267 2.9138 0.9599 0.2993
H -0.4508 3.1325 -0.4723 0.1322
C -0.8638 -4.3073 -0.8631 -1.1896
C -0.7274 -2.8792 -0.6926 0.3847
N -0.6713 -1.7296 -0.4400 0.0409
H -1.8881 -4.4914 -1.0647 0.3459
H -0.6721 -4.8666 0.0500 0.3127
H -0.2254 -4.7448 -1.6327 0.3793
Ge -3.6521 0.1658 -0.7196 0.8739
C -4.7988 1.7437 -0.4126 0.3779
C -5.1288 2.6363 -1.4783 -0.4386
C -6.2015 3.5258 -1.4026 -0.6370
C -7.0453 3.4379 -0.2694 -0.6063
C -6.6608 2.6556 0.8416 -0.5948
C -5.4690 1.8897 0.8093 -0.1743
C -4.7965 -1.3494 -0.0625 0.2506
C -6.0002 -1.6168 -0.6858 -0.2666
C -6.8958 -2.5322 -0.0899 -0.8006
C -6.5895 -3.2054 1.0993 -0.4983
C -5.3806 -2.8598 1.7476 -0.5123
C -4.5203 -1.9731 1.1630 0.2374
H -2.5587 0.7326 0.3869 -0.2283
H -4.5721 2.6098 -2.3651 0.5060
H -6.3570 4.1092 -2.2653 0.4772
H -7.8489 4.1492 -0.1846 0.3987
H -7.2792 2.5778 1.7271 0.4393
H -5.1512 1.3557 1.7169 0.3579
H -6.3009 -1.2453 -1.6435 0.4814
H -7.7034 -2.8495 -0.6825 0.4400
H -7.1500 -4.0777 1.3841 0.4410
H -5.1927 -3.2745 2.7540 0.3857
H -3.5478 -1.7501 1.6337 0.2679
```

Its LUMO energy (alpha / beta) is -13.25 / -13.25 eV. Its net charge is +4. Its spin multiplicity is 1. As for the calculated total energy: -190232.727 eV. The value obtained for the highest occupied orbital energy (alpha / beta) is -16.547 / -16.547 eV. The calculation puts the relative energy (zero: lowest compared OMol25 entry of this formula, charge and spin) at 19.5 kJ/mol. Its frontier orbital gap (alpha / beta) is 3.3 / 3.3 eV.